Molecular formula: C6H10
Method: DFT, the ωB97M-V functional and the def2-TZVPD basis

Output
structure (SMILES): C1=CCCCC=1.[H][H]
total charge: 0
multiplicity: 1
calculated total energy: -234.4792 Ha

Last column: Löwdin charge in e.
Positions of all 16 atoms, in Å:
C  -0.08940  -1.33758  -0.19457  -0.1890
C  -0.64653  -0.79546  1.15853  -0.1867
C  -0.87166  0.68324  0.88062  -0.1273
C  0.25567  1.23679  0.47726  -0.0919
C  1.36597  0.76466  -0.05323  -0.1042
C  1.18671  -0.61025  -0.71067  -0.1802
H  -0.88929  -1.23555  -0.93937  0.1084
H  0.12850  -2.40898  -0.10478  0.1057
H  0.08123  -0.95533  1.96177  0.1134
H  -1.57026  -1.32522  1.42157  0.1032
H  -1.86481  1.08854  0.70678  0.0838
H  -1.70128  2.79110  -1.39622  0.0434
H  -1.01566  2.72113  -1.11776  0.0164
H  2.36651  1.14185  0.14437  0.0940
H  2.08137  -1.18363  -0.42714  0.1073
H  1.18294  -0.57532  -1.80713  0.1036